No. 1
55
Properties=species:S:1:pos:R:3:forces:R:3 method="wB97M-V/def2-TZVPD" lumo_energy_ev="-2.20 / -8.59" total_charge=+1 s_squared=0.754 multiplicity=2 gap_ev="9.76 / 3.37"
O 26.996 8.888 16.752 -0.3314 -0.3458 0.0816
O 28.239 12.875 22.397 0.9166 -1.4511 -0.2415
O 26.683 13.513 24.462 -0.0831 0.0453 0.4296
O 25.319 10.013 23.400 -0.7169 0.1541 -0.0420
O 24.732 7.428 22.780 -0.4231 -0.1259 0.3366
O 29.620 6.534 23.219 0.4206 -0.4509 0.1143
O 27.694 8.542 23.779 0.6062 0.3081 -0.8138
O 26.866 7.690 26.369 0.9063 -0.8423 -0.0739
O 27.310 8.662 19.633 1.4066 -0.8360 1.0663
C 29.303 12.064 22.950 -0.1028 0.5243 -0.2108
C 26.801 9.717 18.929 -1.5383 0.8027 0.5126
C 26.428 12.442 25.338 -0.5010 -0.8965 0.6256
C 25.547 8.078 26.227 -1.5925 0.9889 0.0224
C 23.350 7.059 22.747 0.9222 -0.5738 -1.2964
C 25.548 10.806 22.245 0.7951 0.1673 -0.0568
C 28.586 8.804 20.224 0.1367 -0.4802 0.2946
C 29.875 6.397 24.611 0.2310 0.1851 0.3295
C 27.453 9.015 15.403 -0.3220 -0.4436 0.1424
C 27.507 9.845 17.605 0.5258 0.2704 -1.6732
H 25.694 11.852 22.513 0.0378 -0.0285 -0.1141
H 28.444 8.963 21.293 -0.6250 -0.0176 0.7682
H 28.578 9.665 17.698 0.3158 0.3049 0.5076
H 30.329 7.290 25.040 -0.0651 0.3280 -0.0813
H 26.939 11.526 25.039 0.2756 0.2368 -0.2591
H 27.192 9.968 14.942 -0.2371 0.1503 0.1651
H 30.595 5.607 24.823 -0.0997 -0.1924 -0.5389
H 27.347 10.829 17.164 0.0115 0.3985 0.3237
H 26.880 7.002 27.037 0.4179 -0.1762 -0.1371
H 28.982 6.175 25.197 -0.2224 -0.0494 -0.1486
H 29.071 7.828 20.241 -0.0048 -0.1286 -0.3625
H 29.225 9.645 19.955 -0.4106 0.0620 -0.7810
H 23.366 6.048 22.340 -0.3224 -0.1886 0.4610
H 26.706 12.649 26.371 0.1745 0.1380 -0.0368
H 26.874 10.608 19.553 0.6247 0.4826 -0.1006
H 29.837 11.526 22.166 -0.0256 0.3025 -0.3257
H 30.012 12.709 23.468 0.1334 -0.0753 0.0212
H 28.538 8.912 15.365 0.0632 -0.2119 -0.0631
H 24.914 7.590 25.487 0.5106 -0.7924 -0.3150
H 26.968 9.084 23.469 -0.3523 0.0161 0.1594
H 28.880 7.139 23.123 -0.2553 0.1848 0.2846
H 25.732 9.538 18.815 0.1213 -0.2871 -0.3839
H 27.610 12.988 23.113 -0.1346 0.5703 0.1727
H 26.490 14.300 24.978 0.1187 0.3865 -0.3799
H 24.740 8.351 23.043 0.3977 0.1706 0.0517
H 24.819 10.731 21.439 -0.4220 -0.2373 0.2782
H 22.848 7.104 23.714 -0.0370 0.0719 -0.0647
H 25.366 12.198 25.344 -0.2711 0.0282 0.0416
H 25.021 7.961 27.174 -0.1252 0.5532 0.0664
H 28.990 11.279 23.638 -0.4587 0.0873 0.1662
H 27.419 8.245 24.646 0.0487 -0.4336 0.6586
H 25.586 9.106 25.867 -0.2643 0.3295 0.5005
H 22.877 7.636 21.953 -0.5789 0.3032 0.3418
H 26.934 8.196 14.907 0.3625 0.1883 -0.2853
H 24.621 10.399 23.935 -0.0958 0.1362 0.1210
H 26.490 10.397 21.879 0.1377 0.3889 -0.2589


No. 2
20
Properties=species:S:1:pos:R:3:forces:R:3 method="wB97M-V/def2-TZVPD" lumo_energy_ev=0.71 total_charge=0 relative_energy_ev=4.651 gap_ev=9.13
O -0.320 -2.780 1.208 -0.3588 0.1656 0.1826
N -0.289 2.340 -1.082 1.5967 0.5166 -0.9385
N -1.406 0.345 0.171 0.1685 3.1921 -0.1438
C -0.666 -0.797 -0.043 2.5284 -0.7834 -1.7166
C -0.415 -1.572 1.231 1.4671 -0.1738 -0.3967
C 0.778 1.928 -1.670 -0.8986 1.8515 0.3838
C -0.131 -0.756 2.468 -0.4393 -0.1918 0.2912
C 1.053 -0.737 -0.864 -1.0996 -1.9710 0.9498
H 1.918 -0.108 -1.050 -0.7836 1.2924 0.3156
H 0.248 0.238 2.244 0.0450 -0.0197 -0.1183
H 1.564 -1.436 -0.204 -0.3073 -0.5715 0.0123
H -1.100 -1.457 -0.800 0.0350 -0.1365 0.3200
H -1.082 -0.614 2.990 0.0792 0.0511 0.0506
H 0.901 1.865 -2.749 -0.1266 -0.1236 -0.1004
H -2.313 0.290 -0.281 0.3529 0.3347 -0.0774
H 0.543 -1.306 3.125 -0.0510 0.0101 -0.1008
H -0.854 1.305 -0.086 -1.8337 -2.3874 0.8930
H 0.916 -1.261 -1.815 -0.2767 -0.0067 0.2163
H 1.675 1.862 -1.077 0.0166 -0.4662 0.1459
H -1.019 2.651 -1.718 -0.1142 -0.5827 -0.1686


Number 1: largest force on an atom 1.95 eV/Å. Number 2: largest force on an atom 3.20 eV/Å.